Computed, not measured: a 5-piece molecular cluster, C20H32N2O9 overall, with the ωB97M-V functional and the def2-TZVPD basis.

```
63
Properties=species:S:1:pos:R:3:forces:R:3
C -5.227 17.371 -10.908 -1.5 -5.0 0.0
C -5.032 16.712 -9.509 0.6 -0.9 -1.1
C -3.591 16.252 -9.210 -0.1 -2.3 0.4
O -2.955 17.391 -8.647 0.8 -0.3 -1.4
C -3.919 18.257 -8.418 1.1 4.5 1.3
O -3.702 19.413 -8.075 -0.3 -1.9 -0.3
O -5.103 17.765 -8.623 -2.0 1.2 1.6
H -4.664 18.159 -11.184 2.5 2.7 -0.1
H -6.230 17.683 -11.003 -1.3 0.4 0.1
H -5.095 16.632 -11.737 0.0 0.3 0.7
H -5.777 15.939 -9.194 0.5 0.7 -0.8
H -3.160 15.791 -10.101 0.6 0.7 0.0
H -3.449 15.524 -8.389 -0.9 -0.2 -0.6
C -5.129 14.687 -14.713 -0.1 1.9 1.2
C -5.012 13.495 -13.827 1.0 -0.7 0.8
C -3.749 13.419 -12.942 1.4 0.7 -0.5
O -4.265 13.224 -11.649 4.0 -1.1 2.6
C -5.530 13.185 -11.566 -3.0 -0.8 -0.3
O -6.242 12.883 -10.634 1.1 0.8 -0.8
O -5.964 13.487 -12.784 -3.7 0.9 -0.9
H -4.997 15.575 -14.064 0.6 -0.3 -0.3
H -6.134 14.894 -15.027 -0.6 -0.7 -0.7
H -4.426 14.785 -15.541 0.0 -0.4 0.2
H -5.188 12.564 -14.334 0.2 -0.5 -0.6
H -3.198 14.367 -12.802 -0.1 -0.2 -1.0
H -3.021 12.615 -13.196 -0.7 0.5 0.2
C -0.924 19.911 -10.804 2.1 -1.5 0.0
C -1.013 18.890 -11.935 1.2 0.0 0.1
C -0.874 17.440 -11.396 -0.6 2.2 -1.7
O -1.749 16.812 -12.424 2.4 -3.2 2.0
C -2.583 17.646 -12.951 -1.4 1.1 -1.6
O -3.521 17.378 -13.654 0.2 -0.6 0.2
O -2.272 18.891 -12.670 0.8 1.4 1.5
H -1.737 19.876 -10.146 -1.5 -0.1 0.8
H -0.831 20.869 -11.223 0.2 1.4 -0.3
H -0.019 19.673 -10.123 -1.1 0.4 -1.4
H -0.263 19.063 -12.740 -0.2 0.0 0.8
H -1.365 17.405 -10.452 -0.5 -0.5 0.7
H 0.211 17.184 -11.235 -1.3 -0.6 -1.1
C -0.319 19.117 -7.365 0.9 -1.2 -1.5
C 0.945 19.795 -6.893 0.5 -0.9 0.2
C 1.516 20.939 -7.663 -0.2 1.8 -0.6
C 2.336 20.417 -8.780 -0.4 0.8 0.0
N 3.017 19.984 -9.597 -0.1 -0.1 0.0
H -0.763 18.492 -6.584 0.0 0.3 -0.2
H 0.018 18.432 -8.185 -0.7 0.2 0.5
H -1.050 19.780 -7.813 -0.2 0.2 0.3
H 1.800 19.117 -6.840 -0.4 -0.6 0.2
H 0.798 20.098 -5.908 -0.3 0.8 1.8
H 2.173 21.549 -7.023 0.1 -0.5 -0.1
H 0.742 21.712 -7.933 0.6 -1.0 -0.5
C 4.466 17.401 -11.470 1.0 0.5 -1.4
C 3.250 17.665 -12.391 0.0 3.8 1.4
C 3.088 16.990 -13.693 -1.6 2.5 -0.9
C 1.719 17.270 -14.236 -2.1 0.5 -0.9
N 0.662 17.543 -14.670 2.8 -0.8 1.2
H 4.237 17.942 -10.534 0.4 -0.8 -0.2
H 5.444 17.783 -11.848 -0.8 0.3 0.0
H 4.710 16.323 -11.431 -0.7 0.3 0.7
H 2.994 18.841 -12.513 1.0 -2.6 0.4
H 2.461 17.331 -11.783 -1.4 -0.4 0.9
H 3.172 15.990 -13.505 0.6 -2.9 -0.3
H 3.736 17.448 -14.401 1.0 -0.4 -0.8
```
Positions in Å, forces in eV/Å.

For the frontier orbital gap, the calculation gives 0.4117 hartree. The calculation puts the LUMO energy at 0.4 eV. The calculation puts the HOMO energy at -10.78 eV. The molar mass is 444.48 g mol⁻¹. Its multiplicity is 1.

Quick look at the natural (NBO) charges, all values in e: atom 1 (C): -0.6427, atom 2 (C): 0.0612, atom 3 (C): -0.1165, atom 4 (O): -0.4894, atom 5 (C): 0.9658, atom 6 (O): -0.6160, atom 7 (O): -0.4715, atom 8 (H): 0.2211, atom 9 (H): 0.2314, atom 10 (H): 0.2228, atom 11 (H): 0.2297, atom 12 (H): 0.2058, atom 13 (H): 0.1988, atom 14 (C): -0.6527, atom 15 (C): 0.0722, atom 16 (C): -0.0986, atom 17 (O): -0.4909, atom 18 (C): 0.9805, atom 19 (O): -0.6052, atom 20 (O): -0.5088, atom 21 (H): 0.2451, atom 22 (H): 0.2311, atom 23 (H): 0.2358, atom 24 (H): 0.1816, atom 25 (H): 0.2081, atom 26 (H): 0.1997, atom 27 (C): -0.6329, atom 28 (C): 0.0617, atom 29 (C): -0.0959, atom 30 (O): -0.5018, atom 31 (C): 0.9819, atom 32 (O): -0.6245, atom 33 (O): -0.4850, atom 34 (H): 0.2313, atom 35 (H): 0.2247, atom 36 (H): 0.2173, atom 37 (H): 0.2069, atom 38 (H): 0.1952, atom 39 (H): 0.2195, atom 40 (C): -0.6102, atom 41 (C): -0.3935, atom 42 (C): -0.5121, atom 43 (C): 0.3123, atom 44 (N): -0.3693, atom 45 (H): 0.2278, atom 46 (H): 0.1913, atom 47 (H): 0.2318, atom 48 (H): 0.2046, atom 49 (H): 0.2095, atom 50 (H): 0.2570, atom 51 (H): 0.2526, atom 52 (C): -0.6229, atom 53 (C): -0.3725, atom 54 (C): -0.5004, atom 55 (C): 0.3066, atom 56 (N): -0.3560, atom 57 (H): 0.2521, atom 58 (H): 0.2053, atom 59 (H): 0.2041, atom 60 (H): 0.2126, atom 61 (H): 0.1883, atom 62 (H): 0.2380, atom 63 (H): 0.2464

Computed, not measured: C20H32N3O6PTi as an isolated structure, with the ωB97M-V functional and the def2-TZVPD basis.

```
63
Properties=species:S:1:pos:R:3:forces:R:3
Ti 0.746 1.724 -0.668 -0.3 -0.3 0.4
O 1.588 5.436 0.352 0.3 0.7 -0.2
C 1.815 4.360 -0.078 -2.4 -0.1 0.8
O 0.735 3.537 -0.451 1.1 0.2 -0.4
C 3.134 3.702 -0.108 0.1 -0.8 -0.7
C 3.384 2.996 -1.429 -0.4 0.1 -1.6
C 4.860 2.670 -1.568 0.8 -0.3 -0.2
C 4.979 1.447 -0.609 -0.3 1.0 -0.9
C 3.587 1.309 -0.060 -0.3 0.4 1.2
O 2.746 1.674 -1.216 0.3 -0.4 0.1
C 3.238 2.545 0.890 1.3 -2.8 1.2
C 1.971 2.219 1.735 -0.3 1.7 1.5
O 1.763 2.849 2.776 0.4 -1.6 -2.1
O 1.169 1.301 1.209 0.1 0.4 -0.2
H 3.881 4.438 -0.025 0.8 1.0 0.6
H 2.896 3.417 -2.327 0.3 0.0 0.6
H 5.215 2.405 -2.575 -0.7 0.0 0.2
H 5.559 3.470 -1.275 -0.7 0.0 0.1
H 5.274 0.615 -1.209 0.3 -0.8 0.1
H 5.684 1.702 0.142 0.7 -0.4 0.8
H 3.358 0.307 0.377 -0.2 0.9 -0.6
H 4.064 2.542 1.654 -0.7 0.8 -0.8
O -0.504 0.313 -1.197 0.1 1.1 1.0
P -1.263 -0.683 -0.282 0.5 -1.6 1.3
N -0.358 -1.359 0.981 -3.8 2.5 0.2
C 0.565 -2.388 0.814 2.6 -0.3 -2.2
C 0.703 -3.081 2.130 0.5 1.2 0.3
C 0.698 -1.816 3.009 -0.1 -0.6 0.3
C -0.502 -1.057 2.476 -0.5 2.3 -1.4
N -1.451 -1.893 -1.337 0.7 0.5 -0.9
C -1.037 -1.841 -2.782 0.9 -1.7 0.9
C -1.531 -3.210 -3.339 -0.1 1.2 1.0
C -2.737 -3.398 -2.416 -0.9 -2.4 0.8
C -2.075 -3.160 -1.068 -0.1 0.1 1.1
N -2.638 -0.015 0.355 0.5 -1.3 -0.2
C -3.942 -0.732 0.671 2.6 -2.1 -0.3
C -4.793 0.272 1.405 0.7 0.0 -0.7
C -4.293 1.586 0.712 -1.8 0.7 2.6
C -2.853 1.408 0.386 1.0 0.6 0.3
H 1.540 -1.857 0.464 -0.8 -1.4 0.7
H 0.259 -3.050 0.031 0.0 -0.4 -0.6
H 1.610 -3.645 2.171 0.7 -0.3 0.2
H -0.093 -3.768 2.386 -0.5 0.0 -0.2
H 1.642 -1.275 2.854 -0.4 0.0 0.2
H 0.581 -2.107 4.032 0.0 0.3 0.8
H -0.493 0.104 2.558 0.2 -2.1 0.4
H -1.487 -1.428 2.826 0.6 0.1 0.0
H 0.053 -1.833 -2.834 -0.1 0.5 -0.1
H -1.477 -1.035 -3.293 -0.4 1.2 -0.5
H -0.691 -3.905 -3.253 -0.6 -0.4 0.3
H -1.788 -3.129 -4.366 -0.3 0.1 -0.9
H -3.305 -4.357 -2.404 0.8 0.3 -0.4
H -3.502 -2.661 -2.608 -0.1 0.5 -0.1
H -1.315 -3.953 -0.905 -0.4 0.2 0.0
H -2.615 -3.013 -0.098 -0.2 -0.7 -1.1
H -3.642 -1.696 1.171 -0.6 1.0 0.3
H -4.277 -1.109 -0.287 -0.9 0.3 -0.3
H -4.544 0.239 2.475 -0.4 0.1 -0.3
H -5.850 0.056 1.171 0.4 0.3 0.6
H -4.522 2.474 1.381 0.5 -0.9 -0.8
H -4.917 1.695 -0.128 -0.5 0.3 -1.4
H -2.223 1.820 1.172 0.1 0.5 0.0
H -2.577 1.822 -0.574 0.0 0.5 -0.2
```
Positions in Å, forces in eV/Å.

For the frontier orbital gap (alpha / beta), the calculation gives 0.3249 / 0.3350 hartree. The calculation puts the LUMO energy (alpha / beta) at -3.0 / -2.9 eV. The calculation puts the HOMO energy (alpha / beta) at -11.83 / -12.01 eV. The total charge is +1. The molar mass is 489.33 g mol⁻¹. Its multiplicity is 2.

Quick look at the natural (NBO) charges, all values in e: atom 1 (Ti): 1.8607, atom 2 (O): -0.4697, atom 3 (C): 0.7947, atom 4 (O): -0.8223, atom 5 (C): -0.3754, atom 6 (C): 0.0996, atom 7 (C): -0.4340, atom 8 (C): -0.4401, atom 9 (C): 0.0979, atom 10 (O): -0.5940, atom 11 (C): -0.3582, atom 12 (C): 0.7786, atom 13 (O): -0.5535, atom 14 (O): -0.8282, atom 15 (H): 0.2698, atom 16 (H): 0.2396, atom 17 (H): 0.2402, atom 18 (H): 0.2395, atom 19 (H): 0.2340, atom 20 (H): 0.2362, atom 21 (H): 0.2435, atom 22 (H): 0.2736, atom 23 (O): -1.1345, atom 24 (P): 2.4563, atom 25 (N): -0.7924, atom 26 (C): -0.2018, atom 27 (C): -0.4110, atom 28 (C): -0.4202, atom 29 (C): -0.2061, atom 30 (N): -0.8361, atom 31 (C): -0.1883, atom 32 (C): -0.4129, atom 33 (C): -0.4138, atom 34 (C): -0.2082, atom 35 (N): -0.8199, atom 36 (C): -0.1941, atom 37 (C): -0.4164, atom 38 (C): -0.4102, atom 39 (C): -0.2207, atom 40 (H): 0.1604, atom 41 (H): 0.2072, atom 42 (H): 0.2288, atom 43 (H): 0.2133, atom 44 (H): 0.2150, atom 45 (H): 0.2328, atom 46 (H): 0.2385, atom 47 (H): 0.1974, atom 48 (H): 0.1968, atom 49 (H): 0.2039, atom 50 (H): 0.2143, atom 51 (H): 0.2321, atom 52 (H): 0.2314, atom 53 (H): 0.2107, atom 54 (H): 0.1834, atom 55 (H): 0.2100, atom 56 (H): 0.2041, atom 57 (H): 0.1960, atom 58 (H): 0.2230, atom 59 (H): 0.2407, atom 60 (H): 0.2397, atom 61 (H): 0.2162, atom 62 (H): 0.2010, atom 63 (H): 0.2012

Computed, not measured: C20H32N5O2PPdS3 as an isolated structure, with the ωB97M-V functional and the def2-TZVPD basis.

```
64
Properties=species:S:1:pos:R:3:forces:R:3
Pd -0.389 -0.466 -1.239 0.0 -0.2 -0.9
S -1.224 1.288 -3.444 0.1 0.4 -0.2
C 0.296 0.750 -4.008 -0.1 0.1 -0.2
S 0.994 -0.741 -3.457 -0.1 0.1 0.4
C 1.033 1.517 -4.943 0.1 -0.2 0.1
C 2.351 1.176 -5.328 0.4 -0.1 0.0
N 3.448 0.990 -5.654 -0.1 0.0 0.0
C 0.586 2.716 -5.539 -0.3 0.3 -0.1
N 0.313 3.703 -6.081 0.0 -0.1 0.1
O -1.289 0.463 0.934 -0.1 -0.1 -0.2
P 0.097 0.672 1.415 0.8 0.3 1.2
N 1.047 1.754 0.620 0.0 -0.4 0.0
C 0.915 2.059 -0.813 -0.2 -0.1 -0.1
C 2.297 1.752 -1.384 0.0 0.1 0.0
C 3.271 2.060 -0.234 -0.1 0.1 0.0
C 2.423 2.004 1.054 0.0 0.1 0.1
N 0.059 1.420 2.974 -0.3 0.1 -0.4
C -0.243 2.864 2.880 0.0 0.0 0.1
C -0.787 3.213 4.257 0.0 -0.1 -0.1
C -1.665 2.004 4.568 0.1 0.0 0.0
C -0.900 0.833 3.930 0.0 -0.2 0.2
N 1.018 -0.716 1.748 -0.3 0.2 -0.5
C 1.730 -1.271 0.558 0.2 0.0 -0.1
C 1.641 -2.784 0.711 -0.1 0.1 0.0
C 0.269 -2.943 1.360 0.1 0.1 0.0
C 0.300 -1.828 2.398 0.0 -0.1 0.2
H 0.666 3.119 -0.945 -0.1 0.0 0.1
H 0.090 1.440 -1.252 0.6 0.8 0.1
H 2.506 2.351 -2.270 0.0 0.0 0.0
H 2.353 0.709 -1.686 -0.1 0.0 0.0
H 3.687 3.063 -0.354 0.1 0.0 0.1
H 4.102 1.354 -0.197 0.0 0.0 0.0
H 2.484 2.969 1.576 0.0 -0.1 0.1
H 2.732 1.229 1.758 0.1 0.0 0.0
H -1.000 3.066 2.109 0.0 0.1 0.0
H 0.655 3.428 2.635 0.0 0.0 -0.1
H -1.336 4.155 4.254 0.0 0.0 0.1
H 0.036 3.282 4.974 0.0 0.0 0.0
H -2.634 2.116 4.078 0.0 0.0 0.0
H -1.832 1.857 5.636 -0.1 0.0 0.0
H -1.604 0.163 3.431 0.0 0.0 0.0
H -0.358 0.251 4.683 0.0 0.0 0.0
H 2.762 -0.910 0.528 0.0 0.0 0.0
H 1.198 -0.969 -0.398 0.6 -0.2 0.5
H 2.421 -3.155 1.385 0.0 0.0 0.0
H 1.730 -3.291 -0.250 0.0 0.0 0.0
H 0.083 -3.931 1.786 0.0 0.0 0.0
H -0.503 -2.705 0.624 0.0 -0.1 0.0
H 0.857 -2.148 3.289 -0.1 0.0 0.0
H -0.701 -1.535 2.714 0.0 0.0 0.0
O -3.253 -2.422 -4.004 -0.5 -0.3 -0.3
S -2.164 -1.789 -3.192 0.0 -0.5 0.4
C -1.357 -3.207 -2.331 -0.1 0.3 -0.2
C -2.408 -3.843 -1.425 -0.1 -0.1 -0.1
C -3.484 -2.775 -1.118 -0.1 -0.1 0.1
C -2.966 -1.418 -1.574 0.4 0.0 -0.2
H -0.537 -2.728 -1.785 0.0 -0.2 0.0
H -0.942 -3.872 -3.089 0.0 0.0 0.0
H -1.948 -4.233 -0.513 0.0 0.1 0.0
H -2.870 -4.691 -1.934 0.0 0.0 0.0
H -3.768 -2.776 -0.062 0.0 0.1 0.0
H -4.372 -3.001 -1.710 0.0 0.0 0.1
H -2.162 -0.964 -0.923 -0.9 -0.4 0.0
H -3.752 -0.681 -1.732 0.1 0.1 -0.1
```
Positions in Å, forces in eV/Å.

For the frontier orbital gap, the calculation gives 0.1651 hartree. The calculation puts the LUMO energy at 4.2 eV. The calculation puts the HOMO energy at -0.25 eV. The total charge is -2. The molar mass is 608.10 g mol⁻¹. Its multiplicity is 1.

Quick look at the natural (NBO) charges, all values in e: atom 1 (Pd): 0.0194, atom 2 (S): -0.3580, atom 3 (C): -0.1985, atom 4 (S): -0.4168, atom 5 (C): -0.5641, atom 6 (C): 0.3557, atom 7 (N): -0.4798, atom 8 (C): 0.3592, atom 9 (N): -0.4748, atom 10 (O): -1.1141, atom 11 (P): 2.4361, atom 12 (N): -0.8390, atom 13 (C): -0.2274, atom 14 (C): -0.4408, atom 15 (C): -0.4083, atom 16 (C): -0.2111, atom 17 (N): -0.7964, atom 18 (C): -0.2119, atom 19 (C): -0.4082, atom 20 (C): -0.4122, atom 21 (C): -0.2228, atom 22 (N): -0.8211, atom 23 (C): -0.2338, atom 24 (C): -0.4198, atom 25 (C): -0.4110, atom 26 (C): -0.2128, atom 27 (H): 0.1795, atom 28 (H): 0.2432, atom 29 (H): 0.2287, atom 30 (H): 0.2506, atom 31 (H): 0.1890, atom 32 (H): 0.2006, atom 33 (H): 0.1647, atom 34 (H): 0.2094, atom 35 (H): 0.1891, atom 36 (H): 0.1998, atom 37 (H): 0.2020, atom 38 (H): 0.1894, atom 39 (H): 0.2029, atom 40 (H): 0.1960, atom 41 (H): 0.2047, atom 42 (H): 0.1764, atom 43 (H): 0.1878, atom 44 (H): 0.1951, atom 45 (H): 0.1790, atom 46 (H): 0.2256, atom 47 (H): 0.1938, atom 48 (H): 0.2273, atom 49 (H): 0.1650, atom 50 (H): 0.2052, atom 51 (O): -1.0533, atom 52 (S): 1.3264, atom 53 (C): -0.6242, atom 54 (C): -0.4207, atom 55 (C): -0.4256, atom 56 (C): -0.6004, atom 57 (H): 0.2344, atom 58 (H): 0.2233, atom 59 (H): 0.1923, atom 60 (H): 0.2006, atom 61 (H): 0.1940, atom 62 (H): 0.2144, atom 63 (H): 0.2146, atom 64 (H): 0.2316